Here is a molecular structure, C26H56BBr18F3INbO5P from the Open Molecules 2025 dataset. Energies are from ωB97M-V/def2-TZVPD.

Positions of all 112 atoms, in Å:
C1 1.551 -1.688 -0.255
C2 0.514 -0.845 -1.178
C3 -0.838 -1.628 -1.532
I1 -1.230 -3.072 0.111
Nb1 -2.714 -0.335 -1.676
C4 -2.202 0.748 0.269
C5 -4.660 0.868 -1.837
C6 -5.989 -0.016 -1.804
C7 -6.353 -0.605 -0.377
F1 -7.758 -0.486 -0.198
F2 -6.104 -1.988 -0.282
F3 -5.781 0.076 0.690
B1 -3.303 -1.605 -3.553
O1 -2.583 -1.410 -4.814
O2 -4.336 -2.614 -3.564
C8 -4.034 -3.732 -2.695
P1 -1.607 1.447 -3.166
O3 -2.544 1.624 -4.390
O4 -0.073 1.037 -3.802
O5 -1.610 2.988 -2.393
H1 1.711 -2.749 -0.631
H2 2.557 -1.157 -0.404
H3 1.323 -1.608 0.847
H4 1.073 -0.717 -2.168
H5 0.364 0.159 -0.688
H6 -0.753 -2.279 -2.467
H7 -3.595 -1.569 -0.654
H8 -2.106 -0.048 1.088
H9 -3.050 1.429 0.616
H10 -1.286 1.403 0.200
H11 -4.630 1.471 -2.796
H12 -4.722 1.616 -0.968
H13 -6.021 -0.859 -2.555
H14 -6.851 0.683 -2.083
H15 -1.995 -2.195 -4.862
H16 -2.940 -3.669 -2.414
H17 -4.659 -3.653 -1.754
H18 -4.289 -4.714 -3.197
H19 0.529 1.748 -3.485
H20 -1.116 2.976 -1.543
Br1 1.477 -0.716 4.879
C9 2.762 -1.612 3.721
C10 3.953 -0.730 3.440
Br2 3.523 0.645 2.127
H21 2.225 -1.910 2.822
H22 3.066 -2.504 4.270
H23 4.761 -1.309 2.991
H24 4.327 -0.218 4.324
Br3 -6.944 1.084 -8.624
C11 -5.370 1.938 -7.850
C12 -4.819 1.140 -6.696
Br4 -5.895 1.375 -5.092
H25 -5.663 2.949 -7.572
H26 -4.645 1.986 -8.664
H27 -3.824 1.494 -6.422
H28 -4.776 0.070 -6.895
Br5 4.093 -2.780 -2.554
C13 4.831 -4.422 -1.812
C14 3.772 -5.485 -1.666
Br6 2.628 -5.153 -0.121
H29 5.308 -4.158 -0.869
H30 5.594 -4.737 -2.525
H31 4.229 -6.457 -1.474
H32 3.117 -5.562 -2.533
Br7 0.586 3.257 0.106
C15 0.816 4.859 -0.982
C16 1.893 5.753 -0.421
Br8 1.258 6.739 1.136
H33 -0.158 5.343 -1.043
H34 1.097 4.493 -1.970
H35 2.174 6.518 -1.146
H36 2.785 5.210 -0.110
Br9 -4.237 3.808 -0.568
C17 -4.698 5.700 -0.641
C18 -4.438 6.274 -2.011
Br10 -2.536 6.589 -2.299
H37 -4.133 6.197 0.147
H38 -5.761 5.743 -0.402
H39 -4.906 7.254 -2.112
H40 -4.779 5.628 -2.819
Br11 6.816 1.283 4.671
C19 8.285 0.025 4.439
C20 8.747 -0.017 3.003
Br12 7.518 -1.041 1.891
H41 7.940 -0.939 4.809
H42 9.081 0.395 5.087
H43 9.702 -0.537 2.923
H44 8.836 0.970 2.551
Br13 7.071 6.065 4.025
C21 8.540 4.807 3.794
C22 9.002 4.760 2.359
Br14 7.770 3.732 1.253
H45 8.195 3.844 4.166
H46 9.336 5.178 4.441
H47 9.957 4.239 2.280
H48 9.091 5.745 1.903
Br15 1.510 -6.254 5.545
C23 1.026 -6.800 3.737
C24 0.337 -5.684 2.993
Br16 -1.513 -5.479 3.570
H49 0.414 -7.696 3.828
H50 1.970 -7.056 3.255
H51 0.279 -5.911 1.928
H52 0.819 -4.716 3.127
Br17 -3.677 -4.367 6.122
C25 -4.160 -2.479 6.042
C26 -3.932 -1.907 4.664
Br18 -2.041 -1.570 4.337
H53 -3.586 -1.973 6.818
H54 -5.219 -2.447 6.300
H55 -4.414 -0.934 4.570
H56 -4.281 -2.559 3.864

Atoms 1-6, force components in eV/Å:
0.83 1.29 -0.97
1.04 -1.52 -0.17
0.85 -0.12 -0.67
-0.17 0.02 -0.34
-0.44 1.01 2.53
-0.60 -0.24 1.28

- largest force on an atom (hartree/bohr) = 0.0801
- highest occupied orbital energy (eV) = -4.63
- orbital gap (eV) = 5.863
- total charge = -1
- energy (a.u.) = -48753.1486
- 2S+1 = 1
- LUMO (eV) = 1.23